Molecular formula: C19H62O12
Method: DFT, ωB97M-V with the def2-TZVPD basis set

- DFT total energy: -45274.4016 eV
- Spin multiplicity: 1
- HOMO level: -0.3668 Eh
- LUMO: 0.29 eV
- Relative energy (zero: lowest compared OMol25 entry of this formula, charge and spin): 4.353 eV
- Orbital gap: 0.378 hartree

Bonds (Å) are listed after each position.
CARTESIAN COORDINATES (ANGSTROEM)
1 C -4.0347 -1.8003 -7.3530  C2 1.561, H5 1.090, H6 1.090, H7 1.090
2 C -3.1451 -2.3284 -6.1847  C1 1.561, C3 1.523, O4 1.407, H8 1.090
3 C -3.4564 -3.7883 -5.8815  C2 1.523, H9 1.090, H10 1.090, H11 1.090
4 O -1.7699 -2.1986 -6.4521  C2 1.407, H12 0.960
5 H -5.0514 -1.7265 -6.9669  C1 1.090
6 H -3.9371 -2.5973 -8.0902  C1 1.090
7 H -3.7645 -0.8488 -7.8110  C1 1.090
8 H -3.2724 -1.6459 -5.3444  C2 1.090
9 H -4.4691 -3.9800 -5.5268  C3 1.090
10 H -2.7969 -4.0821 -5.0649  C3 1.090
11 H -3.2205 -4.4050 -6.7487  C3 1.090
12 H -1.3227 -3.0469 -6.4070  O4 0.960
13 C 5.6583 1.0942 -0.7091  C14 1.517, H17 1.090, H18 1.090, H19 1.090
14 C 7.0777 1.4371 -0.2996  C13 1.517, C15 1.491, O16 1.459, H20 1.090
15 C 7.5475 2.6470 -1.0326  C14 1.491, H21 1.090, H22 1.090, H23 1.090
16 O 7.0263 1.7778 1.1185  C14 1.459, H24 0.960
17 H 5.1905 0.2970 -0.1314  C13 1.090
18 H 5.6519 0.7650 -1.7482  C13 1.090
19 H 4.9709 1.9401 -0.7110  C13 1.090
20 H 7.7677 0.6085 -0.4590  C14 1.090
21 H 8.5292 2.9774 -0.6934  C15 1.090
22 H 6.8376 3.4738 -1.0094  C15 1.090
23 H 7.7552 2.5105 -2.0939  C15 1.090
24 H 7.9077 1.8481 1.4925  O16 0.960
25 C -0.4320 0.5752 1.2454  C26 1.480, H29 1.090, H30 1.090, H31 1.090
26 C -1.1765 1.0312 0.0509  C25 1.480, C27 1.605, O28 1.401, H32 1.090
27 C -0.6218 0.4086 -1.3205  C26 1.605, H33 1.090, H34 1.090, H35 1.090
28 O -2.5312 0.7054 0.1980  C26 1.401, H36 0.960
29 H -0.7480 0.8666 2.2471  C25 1.090
30 H 0.6154 0.8757 1.2740  C25 1.090
31 H -0.4010 -0.5143 1.2369  C25 1.090
32 H -1.0496 2.1138 0.0498  C26 1.090
33 H -0.8533 -0.6564 -1.3392  C27 1.090
34 H 0.4608 0.4567 -1.4378  C27 1.090
35 H -1.1057 0.8490 -2.1923  C27 1.090
36 H -2.5661 -0.0116 0.8355  O28 0.960
37 C -5.5849 3.4755 8.2952  C38 1.483, H41 1.090, H42 1.090, H43 1.090
38 C -5.7019 2.3939 7.2872  C37 1.483, C39 1.528, O40 1.459, H44 1.090
39 C -5.0311 2.7737 5.9682  C38 1.528, H45 1.090, H46 1.090, H47 1.090
40 O -5.0425 1.2209 7.8500  C38 1.459, H48 0.960
41 H -5.9126 4.3301 7.7033  C37 1.090
42 H -4.5360 3.5957 8.5661  C37 1.090
43 H -6.1666 3.3604 9.2098  C37 1.090
44 H -6.7592 2.1901 7.1177  C38 1.090
45 H -5.3191 2.0681 5.1889  C39 1.090
46 H -3.9510 2.8663 6.0820  C39 1.090
47 H -5.3865 3.7859 5.7756  C39 1.090
48 H -5.5377 0.9465 8.6253  O40 0.960
49 C 2.9672 -4.7820 -2.4649  C50 1.537, H53 1.090, H54 1.090, H55 1.090
50 C 4.2104 -5.4270 -3.0979  C49 1.537, C51 1.561, O52 1.399, H56 1.090
51 C 5.2686 -5.9119 -2.0583  C50 1.561, H57 1.090, H58 1.090, H59 1.090
52 O 3.7597 -6.4879 -3.8904  C50 1.399, H60 0.960
53 H 2.3403 -5.4956 -1.9302  C49 1.090
54 H 2.2478 -4.3393 -3.1538  C49 1.090
55 H 3.1953 -4.1026 -1.6436  C49 1.090
56 H 4.7288 -4.6792 -3.6980  C50 1.090
57 H 6.2538 -6.2121 -2.4151  C51 1.090
58 H 4.7928 -6.7854 -1.6126  C51 1.090
59 H 5.4307 -5.2185 -1.2330  C51 1.090
60 H 3.3183 -7.0798 -3.2768  O52 0.960
61 C 0.8826 1.2496 7.7097  O62 1.446, H63 1.090, H64 1.090, H65 1.090
62 O 1.1327 0.4425 6.5357  C61 1.446, H66 0.960
63 H -0.0970 1.2561 8.1876  C61 1.090
64 H 1.4900 0.8878 8.5393  C61 1.090
65 H 1.0575 2.3236 7.6468  C61 1.090
66 H 1.8388 0.9312 6.1065  O62 0.960
67 C -3.3485 -3.7380 1.8083  O68 1.444, H69 1.090, H70 1.090, H71 1.090
68 O -3.9718 -2.6343 2.5008  C67 1.444, H72 0.960
69 H -3.5688 -4.7005 2.2700  C67 1.090
70 H -3.6058 -3.7287 0.7492  C67 1.090
71 H -2.2596 -3.6996 1.7764  C67 1.090
72 H -3.5160 -2.6343 3.3457  O68 0.960
73 C -4.3655 3.7362 -3.0420  O74 1.404, H75 1.090, H76 1.090, H77 1.090
74 O -4.5376 3.9287 -1.6621  C73 1.404, H78 0.960
75 H -4.7359 4.5996 -3.5946  C73 1.090
76 H -3.3168 3.5841 -3.2971  C73 1.090
77 H -4.9384 2.8636 -3.3559  C73 1.090
78 H -4.3099 3.1311 -1.1787  O74 0.960
79 C 1.7813 4.6880 -5.0740  O80 1.414, H81 1.090, H82 1.090, H83 1.090
80 O 2.6580 3.5988 -5.2842  C79 1.414, H84 0.960
81 H 2.0186 5.4775 -5.7871  C79 1.090
82 H 0.7282 4.4320 -5.1898  C79 1.090
83 H 1.8883 5.0652 -4.0569  C79 1.090
84 H 3.4948 3.9945 -5.5385  O80 0.960
85 O 2.4168 -0.6247 -5.5594  H86 0.957, H87 0.957
86 H 2.5244 0.2717 -5.2412  O85 0.957
87 H 1.6038 -0.6041 -6.0642  O85 0.957
88 O 4.0953 2.7169 4.6036  H89 0.957, H90 0.957
89 H 4.1737 3.6467 4.8171  O88 0.957
90 H 4.6490 2.6004 3.8315  O88 0.957
91 O -2.3546 -2.0627 6.3616  H92 0.957, H93 0.957
92 H -1.5110 -1.6230 6.2556  O91 0.957
93 H -2.8518 -1.4902 6.9459  O91 0.957